Record 1
Density functional theory data (the ωB97M-V functional and the def2-TZVPD basis) for a structure of composition C19H27IrN8O2SSe.

Max |F|, eV/A: 0.9
2S+1: 2
HOMO (alpha / beta), hartree: -0.62231 / -0.62104
Orbital gap (alpha / beta), eV: 5.38 / 5.34
E_LUMO (alpha / beta), eV: -11.56 / -11.56
Total charge: +3

```
59
C19H27IrN8O2SSe, DFT the ωB97M-V functional and the def2-TZVPD basis
Ir 0.612 -0.292 -0.426
N -0.116 1.513 0.389
C -1.233 1.341 1.365
C -2.392 2.340 1.235
C -3.099 2.556 -0.117
C -4.110 1.490 -0.556
N -3.496 0.222 -0.970
C -2.722 0.086 -2.024
N -2.598 1.078 -2.913
N -1.951 -1.010 -2.164
C -1.650 -0.091 1.350
O -2.661 -0.477 1.860
O -0.785 -0.915 0.742
H 0.675 1.984 0.821
H -0.403 2.086 -0.405
H -0.827 1.458 2.374
H -2.007 3.310 1.555
H -3.129 2.035 1.979
H -2.380 2.748 -0.923
H -3.678 3.472 -0.004
H -4.735 1.872 -1.365
H -4.778 1.254 0.270
H -3.621 -0.567 -0.350
H -3.269 1.830 -2.924
H -2.075 0.913 -3.757
H -2.172 -1.821 -1.604
H -1.524 -1.175 -3.063
C -1.161 -1.998 -5.827
C -0.198 -0.912 -5.456
C 0.423 -0.109 -6.422
C 1.322 0.854 -6.001
N 1.639 0.982 -4.707
C 1.013 0.178 -3.876
S 1.732 0.357 -2.274
N 0.069 -0.730 -4.153
H -1.302 -2.051 -6.903
H -2.136 -1.843 -5.357
H -0.778 -2.960 -5.483
H 0.198 -0.240 -7.472
H 1.815 1.525 -6.692
C 1.053 -2.615 3.437
N 2.189 -1.692 3.312
C 2.764 -1.271 2.182
Se 2.354 -1.772 0.421
N 3.803 -0.483 2.497
C 3.913 -0.384 3.871
C 4.806 0.309 4.692
C 4.598 0.185 6.041
C 3.541 -0.597 6.571
C 2.667 -1.281 5.767
C 2.876 -1.157 4.391
H 0.677 -2.864 2.450
H 0.266 -2.142 4.020
H 1.381 -3.520 3.942
H 4.440 -0.084 1.822
H 5.615 0.903 4.289
H 5.258 0.702 6.725
H 3.421 -0.651 7.645
H 1.865 -1.878 6.178
```

Results of the Löwdin charge analysis, in e, for atoms 1 through 4: 0.84 0.00 -0.24 -0.10


Record 2
Density functional theory data (the ωB97M-V functional and the def2-TZVPD basis) for a cluster of 2 separate species, C19H27N4O6 in total.

Max |F|, eV/A: 2.4
HOMO, hartree: -0.41662
Orbital gap, eV: 8.65
E_LUMO, eV: -2.69
Total charge: +1

```
56
C19H27N4O6, DFT the ωB97M-V functional and the def2-TZVPD basis
O 0.824 -0.567 -3.825
O 1.189 0.164 2.304
O -2.584 3.449 -3.588
O 0.192 1.509 3.811
O 1.257 0.017 5.851
O 3.260 -1.314 3.766
C 0.158 0.449 -3.920
C 0.823 0.365 3.453
C -2.059 2.720 -4.422
C -2.320 1.560 -0.777
C -2.258 0.637 -1.785
C -0.855 -0.006 -0.193
C 0.145 -4.914 2.086
C 0.876 -3.921 1.429
C 0.064 -4.910 3.482
C 1.515 -2.920 2.167
C 0.694 -3.901 4.217
C 1.417 -2.887 3.568
N -1.446 1.138 0.212
N -1.292 3.190 -5.412
N -1.028 0.372 -4.534
N -1.342 -0.334 -1.406
C 4.087 -0.481 4.590
C 0.651 1.721 -3.253
C -0.982 4.606 -5.616
C 0.982 -0.663 4.602
C 2.042 -1.773 4.385
C -3.025 0.696 -3.091
C -2.243 1.190 -4.336
H 0.386 2.149 3.111
H 0.661 0.783 5.960
H -2.929 2.460 -0.779
H -0.088 -0.556 0.352
H -0.340 -5.703 1.518
H 0.973 -3.945 0.348
H -0.485 -5.694 3.997
H 2.109 -2.171 1.651
H 0.617 -3.910 5.301
H -1.272 1.611 1.092
H -0.899 2.525 -6.060
H -1.150 -0.492 -5.045
H -1.023 -1.109 -1.983
H 3.660 0.523 4.676
H 4.197 -0.904 5.594
H 5.082 -0.394 4.144
H -0.107 2.147 -2.602
H 1.535 1.484 -2.661
H 0.934 2.442 -4.017
H -0.397 4.739 -6.529
H -0.412 4.991 -4.768
H -1.905 5.184 -5.701
H 0.008 -1.149 4.713
H 2.295 -2.191 5.366
H -3.909 1.321 -2.954
H -3.394 -0.310 -3.300
H -2.890 0.976 -5.188
```

Results of the Löwdin charge analysis, in e, for atoms 1 through 4: 0.05 0.09 0.06 0.11


Record 3
Density functional theory data (the ωB97M-V functional and the def2-TZVPD basis) for the molecule C19H27NO4.

Structure (SMILES): CCO[C@H]1OC(C(=O)NCc2ccccc2)=C[C@@H](C)[C@@H]1CCCO
Max |F|, eV/A: 0.7
HOMO, hartree: -0.32741
Orbital gap, eV: 9.60
E_LUMO, eV: 0.69

```
51
C19H27NO4, DFT the ωB97M-V functional and the def2-TZVPD basis
C -0.388 -2.655 0.774
C 1.109 -2.651 0.482
H 1.277 -2.790 -0.597
O 1.791 -1.488 0.919
C 1.590 -0.339 0.177
C 2.709 0.675 0.469
C 4.097 0.034 0.378
C 4.514 -0.435 -1.015
C 5.813 -1.242 -0.949
O 5.709 -2.389 -0.142
H 4.938 -2.895 -0.423
H 6.122 -1.521 -1.969
H 6.608 -0.643 -0.500
H 4.672 0.413 -1.682
H 3.732 -1.067 -1.446
H 4.837 0.747 0.745
H 4.110 -0.826 1.049
C 2.503 1.894 -0.443
C 1.056 2.285 -0.393
C 0.106 1.490 0.097
O 0.321 0.204 0.518
C -1.316 1.936 0.203
O -1.715 2.973 -0.292
N -2.088 1.090 0.914
H -1.668 0.233 1.241
C -3.522 1.240 1.036
C -4.228 0.166 0.250
C -4.160 0.180 -1.139
C -4.761 -0.821 -1.879
C -5.435 -1.849 -1.239
C -5.505 -1.871 0.143
C -4.900 -0.870 0.884
H -4.955 -0.890 1.963
H -6.029 -2.670 0.646
H -5.906 -2.630 -1.817
H -4.706 -0.800 -2.958
H -3.634 0.984 -1.632
H -3.805 1.194 2.093
H -3.760 2.230 0.639
H 0.771 3.270 -0.726
C 3.376 3.078 -0.028
H 4.431 2.834 -0.121
H 3.166 3.935 -0.663
H 3.171 3.356 1.003
H 2.758 1.625 -1.476
H 2.561 0.992 1.507
H 1.562 -0.575 -0.908
H 1.598 -3.464 1.025
H -0.902 -1.908 0.175
H -0.798 -3.634 0.541
H -0.556 -2.441 1.826
```

Results of the Löwdin charge analysis, in e, for atoms 1 through 4: -0.07 -0.24 0.12 -0.07


Record 4
Density functional theory data (the ωB97M-V functional and the def2-TZVPD basis) for the molecule C19H27NOS.

Structure (SMILES): Cc1ccc(CSCCC(=O)NCCC2=CCCCC2)cc1
Max |F|, eV/A: 0.7
HOMO, hartree: -0.30827
Orbital gap, eV: 9.09
E_LUMO, eV: 0.70

```
49
C19H27NOS, DFT the ωB97M-V functional and the def2-TZVPD basis
C -2.902 -3.851 -1.009
C -2.931 -2.482 -0.402
C -1.896 -2.065 0.427
C -1.902 -0.803 0.989
C -2.953 0.074 0.746
C -3.988 -0.340 -0.084
C -3.976 -1.601 -0.648
H -4.790 -1.904 -1.292
H -4.801 0.341 -0.292
C -2.956 1.449 1.323
H -2.165 1.585 2.061
H -3.916 1.693 1.777
S -2.754 2.732 0.020
C -1.218 2.170 -0.773
C 0.017 2.504 0.047
C 1.278 2.007 -0.654
O 1.270 1.425 -1.716
N 2.412 2.292 0.028
H 2.349 2.743 0.927
C 3.721 1.869 -0.408
H 4.385 2.740 -0.440
H 3.599 1.471 -1.417
C 4.328 0.793 0.507
C 3.592 -0.516 0.395
C 3.959 -1.436 -0.487
C 3.253 -2.738 -0.701
C 1.881 -2.747 -0.035
C 2.000 -2.179 1.374
C 2.399 -0.710 1.289
H 2.617 -0.319 2.288
H 1.559 -0.135 0.885
H 1.055 -2.278 1.913
H 2.761 -2.735 1.926
H 1.484 -3.764 -0.010
H 1.195 -2.125 -0.614
H 3.152 -2.921 -1.774
H 3.871 -3.546 -0.294
H 4.830 -1.269 -1.108
H 4.313 1.152 1.539
H 5.369 0.655 0.209
H -0.043 2.034 1.032
H 0.088 3.584 0.192
H -1.298 1.097 -0.946
H -1.182 2.677 -1.736
H -1.086 -0.499 1.631
H -1.075 -2.737 0.628
H -3.774 -4.018 -1.636
H -2.006 -3.976 -1.616
H -2.884 -4.611 -0.229
```

Results of the Löwdin charge analysis, in e, for atoms 1 through 4: -0.05 -0.28 -0.04 -0.04